{"formula": "C3H7N3O3", "method": "ωB97M-V with the def2-TZVPD basis set", "e_homo_ha": -0.3181, "relative_energy_ev": 12.748, "multiplicity": 1, "e_tot_ev": -13825.8709, "e_lumo_ev": -2.50, "species": ["C", "C", "C", "H", "H", "H", "H", "H", "H", "H", "N", "N", "N", "O", "O", "O"], "xyz": [[-1.92, -1.10, 0.55], [-0.25, -0.26, -0.31], [3.05, -0.54, 0.10], [-1.76, -0.22, 1.20], [-1.99, -2.16, 1.00], [-3.01, -0.88, 0.36], [1.75, 1.58, -1.27], [2.90, -1.75, 0.50], [-1.84, 1.70, -1.05], [-1.08, 2.76, 0.01], [2.09, -0.19, -0.63], [-0.30, 0.92, 0.17], [-1.41, 1.65, 0.01], [-1.25, -1.01, -0.63], [1.02, -0.93, -0.39], [4.00, 0.43, 0.38]]}